A structure of composition C12H13AlBrO2 at a distorted geometry, computed with ωB97M-V with the def2-TZVPD basis set.

The electronic energy is -93392.8824 eV. The value obtained for the relative energy (zero: lowest compared OMol25 entry of this formula, charge and spin) is 0.0 kcal per mole. The LUMO energy is 2.77 eV. The HOMO-LUMO gap comes out at 0.201 Ha.

Structure (ORCA input):
```
! wB97M-V def2-TZVPD RIJCOSX def2/J DEFGRID3
* xyz -1 1
C -1.974 -0.288 -0.101
C -2.132 -0.860 1.190
C -2.437 0.191 2.096
H -2.057 -1.913 1.413
C -2.395 1.425 1.377
C -2.095 1.119 0.018
H -1.951 1.843 -0.775
H -1.742 -0.853 -1.007
H -2.676 0.085 3.154
H -2.618 2.422 1.778
Al 1.753 -0.479 -0.544
Br 3.964 -1.216 -0.136
C 1.977 0.767 -2.105
C 0.745 1.499 -2.200
C -0.264 0.617 -2.621
H 0.642 2.586 -2.130
C 0.261 -0.682 -2.764
C 1.669 -0.642 -2.484
H 2.371 -1.443 -2.710
H 2.959 1.231 -2.100
H -1.273 0.922 -2.922
H -0.264 -1.535 -3.192
C 1.045 -0.788 3.065
C 1.096 -0.561 1.591
O 1.533 0.550 1.061
O 0.751 -1.489 0.730
H 0.353 -0.077 3.536
H 2.045 -0.622 3.482
H 0.713 -1.809 3.302
*
```

=====

A cluster of 2 separate species, C12H13BrO in total at a distorted geometry, computed with ωB97M-V with the def2-TZVPD basis set.

The electronic energy is -84740.1919 eV. The value obtained for the relative energy (zero: lowest compared OMol25 entry of this formula, charge and spin) is 0.0 kcal per mole. The LUMO energy is -0.21 eV. The HOMO-LUMO gap comes out at 0.310 Ha.

Structure (ORCA input):
```
! wB97M-V def2-TZVPD RIJCOSX def2/J DEFGRID3
* xyz 0 1
C -2.960 -1.208 -1.533
C -2.812 -1.287 -0.148
C -1.909 -0.745 -2.272
C -1.600 -0.861 0.441
C -0.731 -0.261 -1.630
C -0.605 -0.349 -0.231
C 3.410 -0.822 0.445
C 0.889 -0.243 1.807
C 2.285 -1.240 -0.026
C -0.080 2.611 0.651
C 1.048 1.609 0.175
C 0.546 0.181 0.496
O 1.668 0.306 2.544
Br 1.503 -2.514 -1.136
H -3.932 -1.404 -1.870
H -3.603 -1.582 0.542
H -2.193 -0.635 -3.289
H -1.477 -0.892 1.506
H -0.020 0.119 -2.350
H 4.403 -1.293 0.264
H 3.302 0.080 1.218
H 0.402 -1.314 2.039
H 0.479 3.516 0.406
H -1.005 2.300 0.181
H -0.230 2.430 1.741
H 1.349 1.708 -0.790
H 1.873 1.788 0.818
*
```

=====

A structure of composition C12H13BrOZn at a distorted geometry, computed with ωB97M-V with the def2-TZVPD basis set.

The electronic energy is -133159.4017 eV. The LUMO energy is 4.53 eV. The HOMO-LUMO gap comes out at 0.143 Ha.

Structure (ORCA input):
```
! wB97M-V def2-TZVPD RIJCOSX def2/J DEFGRID3
* xyz -2 1
C -1.438 -0.876 -1.990
C -1.436 -1.840 -0.979
C -2.036 -1.245 0.210
H -1.136 -2.885 -1.076
C -2.405 0.120 -0.147
C -2.066 0.316 -1.485
H -2.273 1.216 -2.055
H -1.172 -1.054 -3.027
H -2.495 -1.817 1.043
H -2.986 0.791 0.489
Zn -0.621 -1.036 1.713
Br 1.323 -2.036 2.249
C 2.266 1.223 0.066
C 1.526 2.053 -0.825
C 1.487 1.419 -2.099
H 1.068 2.999 -0.570
C 2.216 0.186 -1.996
C 2.687 0.067 -0.655
H 3.250 -0.752 -0.221
H 2.439 1.404 1.125
H 0.939 1.807 -2.957
H 2.410 -0.530 -2.789
C -1.465 0.484 3.519
C -0.719 1.173 2.422
O -0.463 2.311 2.233
H -2.475 0.217 3.158
H -1.554 1.185 4.363
H -0.944 -0.436 3.859
*
```

=====

A structure of composition C12H13CdClO2 at a distorted geometry, computed with ωB97M-V with the def2-TZVPD basis set.

The electronic energy is -33832.9521 eV. The LUMO energy is 5.42 eV. The HOMO-LUMO gap comes out at 0.189 Ha.

Structure (ORCA input):
```
! wB97M-V def2-TZVPD RIJCOSX def2/J DEFGRID3
* xyz -2 1
C 2.499 -0.158 2.355
C 1.168 0.345 2.143
C 1.275 1.603 1.441
H 0.249 -0.047 2.615
C 2.669 1.822 1.152
C 3.415 0.723 1.715
H 4.511 0.591 1.663
H 2.745 -1.101 2.873
H 0.430 2.282 1.207
H 3.092 2.704 0.633
Cd 1.830 -0.080 -0.324
Cl 3.219 -2.116 -0.523
C -2.525 0.241 -3.222
C -2.273 1.649 -3.292
C -2.920 2.270 -2.172
H -1.698 2.165 -4.074
C -3.571 1.243 -1.415
C -3.320 -0.010 -2.060
H -3.693 -0.990 -1.730
H -2.178 -0.519 -3.937
H -2.929 3.345 -1.941
H -4.163 1.386 -0.499
C 0.723 -3.186 1.553
O -0.345 -2.386 0.780
C -0.117 -1.200 0.257
O -0.892 -0.449 -0.299
H 0.281 -3.331 2.554
H 1.716 -2.678 1.575
H 0.803 -4.119 0.976
*
```

=====

A structure of composition C12H13ClN2O3S2, computed with ωB97M-V with the def2-TZVPD basis set.

The electronic energy is -55970.0758 eV. The value obtained for the relative energy (zero: lowest compared OMol25 entry of this formula, charge and spin) is 0.0 kcal per mole. The LUMO energy is -0.61 eV. The HOMO-LUMO gap comes out at 0.319 Ha.

Structure (ORCA input):
```
! wB97M-V def2-TZVPD RIJCOSX def2/J DEFGRID3
* xyz 0 1
O 1.484 -1.992 3.597
C 1.308 -1.676 2.446
C 0.981 -0.270 2.001
C 1.757 0.133 0.764
C 3.037 -0.286 0.635
C 3.775 0.083 -0.513
N 5.036 -0.262 -0.793
S 5.372 0.422 -2.208
N 4.005 1.183 -2.522
C 3.177 0.907 -1.512
C 1.847 1.353 -1.343
C 1.148 0.978 -0.245
C -0.286 1.420 -0.101
C -1.283 0.356 -0.562
C -2.717 0.811 -0.273
C -3.842 -0.095 -0.785
S -3.700 -1.827 -0.437
O -2.553 -2.369 -1.088
O -4.977 -2.443 -0.573
Cl -3.298 -1.758 1.568
H 1.308 -2.443 1.647
H -0.092 -0.243 1.806
H 1.196 0.408 2.828
H 3.525 -0.903 1.380
H 1.402 1.990 -2.096
H -0.487 1.672 0.942
H -0.428 2.331 -0.684
H -1.178 0.178 -1.633
H -1.080 -0.581 -0.048
H -2.869 1.777 -0.762
H -2.852 0.990 0.795
H -4.801 0.198 -0.360
H -3.912 -0.042 -1.872
*
```

=====

A cluster of 5 separate species, C12H13F4O13 in total at a distorted geometry, computed with ωB97M-V with the def2-TZVPD basis set.

The electronic energy is -50140.4670 eV. The value obtained for the relative energy (zero: lowest compared OMol25 entry of this formula, charge and spin) is 11.6 kcal per mole. The LUMO energy is 2.67 eV. The HOMO-LUMO gap comes out at 0.299 Ha.

Structure (ORCA input):
```
! wB97M-V def2-TZVPD RIJCOSX def2/J DEFGRID3
* xyz -1 1
O 62.991 75.823 31.731
H 63.603 75.862 31.049
C 64.933 76.139 34.604
C 66.065 75.424 34.135
O 65.985 74.127 34.707
C 65.051 74.129 35.616
O 64.817 73.181 36.368
O 64.372 75.278 35.506
F 67.186 76.101 34.548
H 64.257 75.976 33.885
H 65.240 77.065 35.037
H 65.996 75.285 33.068
C 62.521 72.896 33.195
C 62.296 72.601 31.606
O 60.886 72.762 31.490
C 60.277 72.811 32.792
O 59.071 72.769 32.934
O 61.145 72.978 33.638
F 62.797 71.365 31.242
H 63.213 73.807 33.385
H 62.874 71.949 33.558
H 62.733 73.377 31.065
C 60.242 76.608 33.684
C 60.798 78.065 33.558
O 60.747 78.538 34.893
C 60.211 77.581 35.637
O 59.975 77.818 36.914
O 60.014 76.527 34.988
F 60.147 78.819 32.625
H 60.784 75.761 33.302
H 59.386 76.546 33.201
H 61.922 78.188 33.423
C 61.008 75.371 29.258
C 61.419 76.852 28.996
O 60.395 77.299 28.164
C 59.605 76.252 27.807
O 58.577 76.407 27.124
O 59.944 75.147 28.467
F 62.551 77.001 28.344
H 60.780 75.007 30.344
H 61.892 74.902 28.941
H 61.273 77.462 29.985
*
```